1.
62
Properties=species:S:1:pos:R:3:forces:R:3 method="wB97M-V/def2-TZVPD" gap_ev="5.69 / 5.69" spin_multiplicity=3 relative_energy_kj_mol=120.50 charge=-2 s2=2.0283
V -0.30652 -0.93189 1.46525 -0.6 -0.2 0.5
S -3.70022 -3.18322 -0.82577 0.1 0.0 0.1
C -2.47612 -2.41282 0.05842 0.1 0.1 -0.1
S -2.61603 -0.83078 0.71392 -0.3 -0.3 -0.1
S -0.90646 -3.06845 0.33200 -0.1 -0.1 -0.1
S -1.06208 -1.83426 3.54167 0.0 0.0 0.3
C -1.52932 -0.43062 4.46529 0.0 0.0 0.0
C -2.09103 -0.57585 5.74321 0.0 0.0 0.0
C -2.48701 0.51711 6.49746 0.0 0.0 0.0
C -2.34615 1.80236 5.98293 0.0 0.0 0.0
C -1.78458 1.96536 4.72447 0.0 0.0 0.0
C -1.35760 0.87497 3.96538 0.1 0.0 -0.1
S -0.59149 1.16811 2.40163 -0.1 0.5 0.2
H -2.21212 -1.57967 6.13456 0.0 0.0 0.0
H -2.90206 0.36727 7.48897 0.0 0.0 0.0
H -2.67593 2.66306 6.55454 0.0 0.0 0.0
H -1.66150 2.95926 4.30577 0.0 0.0 0.0
O 3.69551 -0.94609 2.37045 0.2 -0.1 0.1
C 2.66599 -0.72468 1.75701 -0.5 -0.1 0.1
O 1.52534 -1.31218 1.98819 1.0 0.0 -0.3
C 2.67325 0.27328 0.60196 -0.1 -0.1 -0.1
P 1.36615 -0.18896 -0.61169 0.8 -0.6 -0.3
C 2.15269 0.61460 -2.12039 -0.1 0.2 0.1
C 1.66658 1.76028 -2.74426 0.0 0.0 -0.1
C 2.34612 2.34523 -3.80899 0.0 -0.1 0.0
C 3.52588 1.79439 -4.28206 0.0 0.0 0.1
C 4.02406 0.64926 -3.67265 0.0 0.0 0.0
C 3.34746 0.07439 -2.60813 0.1 0.0 0.0
C 1.83072 -1.91637 -1.13210 -0.2 0.1 -0.2
C 1.19450 -2.33441 -2.30705 0.0 0.0 0.1
C 1.30858 -3.63057 -2.77316 0.1 0.0 0.0
C 2.07499 -4.55106 -2.06781 0.0 0.0 0.0
C 2.72256 -4.15000 -0.91195 0.0 0.0 0.0
C 2.60997 -2.84164 -0.44835 0.1 0.1 0.0
H 3.66903 0.33978 0.16728 0.0 0.0 0.1
H 2.38442 1.25542 0.98846 0.0 0.0 0.0
H 0.75423 2.20473 -2.39014 0.0 0.0 0.0
H 1.94574 3.24196 -4.26802 0.0 0.0 0.0
H 4.05603 2.25129 -5.10989 0.0 0.0 0.0
H 4.94604 0.20143 -4.02582 0.0 0.0 0.0
H 3.76038 -0.81637 -2.15145 0.0 0.0 0.0
H 0.59762 -1.61338 -2.85783 0.0 0.0 0.0
H 0.78677 -3.92961 -3.67422 0.0 0.0 0.0
H 2.15528 -5.57512 -2.41340 0.0 0.0 0.0
H 3.31808 -4.86037 -0.35059 0.0 0.0 0.0
H 3.13403 -2.56704 0.45675 0.0 -0.1 0.0
C -2.14902 3.70204 0.54869 0.0 -0.1 -0.1
N -2.28189 2.60872 -0.40577 0.1 0.0 0.1
C -3.50739 2.22280 -0.82718 -0.2 -0.1 -0.1
C -3.67980 1.14664 -1.61560 -0.1 0.1 0.0
C -2.49241 0.43932 -1.98205 -0.1 -0.2 -0.4
N -1.29368 0.89159 -1.71292 0.2 0.3 0.0
C -1.13119 1.92106 -0.83676 -0.3 -0.1 -0.1
O -0.03476 2.26728 -0.41692 0.2 0.4 -0.1
N -2.58947 -0.70334 -2.72494 0.1 0.3 0.1
H -2.32224 4.66269 0.05501 0.0 0.0 0.0
H -1.14527 3.66763 0.95492 0.0 0.0 0.0
H -2.85822 3.56445 1.36328 0.0 0.0 0.0
H -4.33652 2.81745 -0.46530 0.0 0.0 0.0
H -4.65876 0.79789 -1.90452 0.0 0.0 0.0
H -3.34107 -1.32219 -2.43137 -0.1 -0.1 0.0
H -1.71010 -1.20218 -2.74841 0.0 0.0 0.1


2.
61
Properties=species:S:1:pos:R:3:forces:R:3 method="wB97M-V/def2-TZVPD" gap_ev=7.19 relative_energy_kj_mol=420.89 charge=-1
C -1.15106 -1.74260 -1.27734 0.2 -1.5 -1.8
C -0.76269 -2.03382 0.19030 -1.0 0.7 0.3
C 0.40036 -3.04358 0.50135 -0.4 2.2 1.9
S 1.95030 -2.05929 0.77960 0.6 -0.6 -0.7
N -0.57182 -0.70197 0.82505 -0.2 3.0 -1.3
H -0.76304 -2.40744 -2.13213 -0.4 0.4 1.8
H -0.82695 -0.78879 -1.67758 0.1 0.6 0.5
H -2.23688 -1.80126 -1.39363 0.2 0.2 0.1
H -1.70933 -2.35553 0.73961 1.4 -0.5 -1.0
H 0.22286 -3.43369 1.52075 -0.3 -0.2 -0.6
H 0.43673 -3.87544 -0.17271 0.3 -0.2 -0.6
H 0.20289 -0.65254 1.48192 0.0 -0.4 -0.3
H -0.37253 0.13665 0.11636 -0.5 -2.8 1.8
H 0.95701 -3.49777 -3.42511 -1.6 -1.1 -0.3
H -0.00405 -4.12427 -2.48056 -0.3 -0.3 0.5
O 0.09005 -4.03654 -3.42649 2.2 1.3 -0.3
H 1.01126 -1.14327 4.60577 0.6 -0.1 0.5
H 0.72278 -1.86664 3.29158 0.6 -1.1 -0.8
O 0.48919 -1.11983 3.81630 -1.4 1.1 0.3
H 4.70721 1.08645 -2.03446 -0.2 -0.2 -0.1
H 4.13560 1.86904 -0.83122 -0.1 -0.2 -0.3
O 4.95327 1.55727 -1.23987 1.1 0.1 -0.1
H 2.52090 2.86242 2.73366 0.3 -0.1 -0.1
H 3.30986 1.53054 2.83903 -0.2 -0.3 -0.3
O 3.28028 2.38911 2.35894 0.0 1.2 0.4
H -0.35560 3.84458 -1.21586 0.0 -0.2 0.1
H -1.65653 4.35989 -0.42288 1.0 -0.9 -1.1
O -1.32682 3.73964 -1.13211 -0.7 1.5 1.0
H 3.37241 -3.11367 -2.08444 1.7 -1.9 2.2
H 2.18266 -1.90330 -1.60901 3.2 -3.0 -2.0
O 2.79439 -2.47699 -2.37713 -5.0 4.8 -0.1
H -2.72146 2.83767 -1.13260 0.8 0.8 -0.3
H -2.92874 1.49445 -0.63961 1.3 -2.2 1.5
O -3.39327 2.16457 -1.05938 -2.2 1.1 -1.0
H -1.82897 -1.10520 2.42271 2.1 1.4 -2.0
H -2.15530 -1.34528 3.84204 -0.7 -0.5 -1.5
O -2.48604 -1.52826 2.91368 -1.4 -0.8 3.3
H -3.85118 -0.02737 -2.65280 0.9 1.0 -1.1
H -3.12815 1.33587 -2.67795 -0.3 -0.3 -0.1
O -3.33004 0.57224 -3.25970 -0.9 -0.9 1.0
H 2.50617 1.08884 0.14403 -0.2 -0.4 -0.4
H 3.06442 2.33605 0.79000 0.0 -0.5 -0.5
O 2.68982 2.00730 -0.10369 0.6 -0.2 2.0
H 0.20790 2.16998 1.87091 0.9 1.2 -1.5
H 1.30192 2.68188 0.81628 1.0 -1.1 -0.4
O 0.48197 2.88333 1.21714 -2.7 -0.2 2.5
H -0.75872 -0.70993 -4.44460 0.4 1.1 -0.6
H -1.84368 0.20575 -4.27811 -1.1 0.8 0.3
O -0.98613 0.22147 -4.69629 0.9 -1.9 0.2
H 1.77236 3.13386 -2.29307 -0.3 0.4 1.3
H 1.87111 3.24224 -0.70285 0.0 -0.3 -1.2
O 1.44135 3.60394 -1.49332 -0.5 0.9 -1.4
H -3.42273 -2.01179 0.76570 3.0 0.6 3.6
H -4.50550 -1.12082 0.02652 0.2 0.7 0.7
O -4.05551 -1.94528 0.14306 -3.6 -1.2 -4.1
H 3.74221 -0.52538 3.29288 -1.2 0.3 -0.5
H 2.32493 -0.43502 2.53803 0.5 -0.4 0.1
O 2.93798 0.02768 3.15550 1.0 -0.7 0.6
H -3.33248 0.47508 2.92555 0.0 -0.8 -0.3
H -2.48957 1.71057 2.50659 -1.2 -0.8 1.1
O -3.12739 1.36425 3.19564 1.2 1.6 -0.9


3.
40
Properties=species:S:1:pos:R:3:forces:R:3 method="wB97M-V/def2-TZVPD" gap_ev=10.13 relative_energy_kj_mol=129.17
C -2.21346 3.64138 -3.32342 1.3 -0.3 -1.1
C -1.25000 4.74676 -3.82186 -1.1 0.7 -0.8
C -1.06523 4.45598 -5.38085 -0.1 0.8 1.3
S -0.80881 2.73452 -5.44560 2.6 1.2 1.8
O 0.61461 2.62540 -5.14744 -0.7 -0.6 -0.3
O -1.38884 2.12485 -6.57074 -0.8 -1.0 -2.0
C -1.68367 2.32264 -3.99492 -1.8 -0.6 1.0
H -3.14964 3.99063 -3.75714 -0.4 -0.8 0.1
H -2.30949 3.54635 -2.23819 0.1 0.1 -0.2
H -0.33138 4.82979 -3.28921 1.0 -0.5 0.1
H -1.75054 5.69859 -3.56862 0.2 -0.1 -0.8
H -0.22888 4.87432 -5.91256 0.7 0.4 0.4
H -1.87449 4.69745 -6.02554 -1.4 0.3 0.0
H -0.96576 1.75250 -3.40503 -0.1 0.2 0.3
H -2.50933 1.64490 -4.28898 0.5 0.3 0.2
C 1.58005 -2.62948 3.23356 -0.8 0.5 1.3
C 1.82776 -1.92886 4.58090 1.3 0.4 0.0
C 1.10410 -2.56551 5.75738 -1.4 1.1 0.0
S 0.52726 -4.09286 5.09186 0.6 -0.3 -0.4
O -0.84892 -3.92644 4.72488 -0.3 0.1 -0.3
O 0.93150 -5.22093 5.85265 0.1 -1.1 1.2
C 1.55704 -4.08545 3.62906 -0.6 -0.5 -0.5
H 2.31834 -2.30415 2.52222 0.3 -0.2 -0.3
H 0.58914 -2.32222 2.90694 -0.1 -0.2 -0.5
H 1.69310 -0.85559 4.56177 -0.1 0.2 -0.1
H 2.87324 -2.11240 4.72513 0.9 0.2 0.4
H 0.17639 -1.98918 5.93104 0.4 -0.3 0.2
H 1.64896 -2.64936 6.70523 0.0 -0.2 -0.5
H 0.93721 -4.65634 2.95945 0.0 -0.5 -0.5
H 2.48485 -4.65216 3.83318 -0.3 0.7 0.0
C -0.12134 -2.90961 -1.42437 -1.2 -0.6 -1.6
Br 1.13965 -2.06172 -0.41496 1.5 0.6 1.5
Br 0.14600 -2.42866 -3.27311 0.1 -0.2 -0.4
Br -1.89389 -2.49212 -0.95324 -1.3 0.6 0.6
H -0.17613 -3.97857 -1.33572 1.0 -0.3 0.0
C 0.46489 1.14342 1.13154 0.0 -0.4 0.9
Br 2.24315 0.89181 1.90051 -0.2 -1.0 -0.2
Br 0.36349 3.01454 1.03414 -0.6 1.2 -0.8
Br -0.97272 0.52355 2.30159 0.4 -0.3 -0.2
H 0.32181 0.60224 0.18845 0.4 0.5 0.3


4.
8
Properties=species:S:1:pos:R:3:forces:R:3 method="wB97M-V/def2-TZVPD" gap_ev=8.31 relative_energy_kj_mol=462.16
C 0.32982 0.07792 -1.07776 -3.2 -2.4 0.8
C -1.93517 -1.41368 0.25142 5.0 3.6 -1.2
C 1.15955 0.81740 -0.18301 1.8 -0.9 3.6
N -0.95714 -0.72589 -0.04758 1.5 0.8 -1.5
O -2.74527 -1.93625 0.86017 -2.9 -2.0 0.9
H 0.73180 1.82474 -0.26341 0.0 0.2 0.0
H 2.26914 0.87874 -0.51912 -2.0 -0.1 0.1
H 1.14727 0.47703 0.97929 -0.1 0.9 -2.7


5.
66
Properties=species:S:1:pos:R:3:forces:R:3 method="wB97M-V/def2-TZVPD" gap_ev=6.78 relative_energy_kj_mol=25.48 charge=+2
Au 0.91096 0.98198 0.06547 -0.1 0.3 0.2
C 3.45867 -2.54785 1.67615 0.0 0.0 0.0
N 3.23681 -1.46641 2.63954 0.0 0.0 0.0
C 3.14895 -1.63224 3.99799 0.0 0.0 0.0
C 2.99837 -0.40074 4.54348 0.0 0.0 0.0
N 2.99743 0.49894 3.50849 0.0 0.0 0.0
C 2.88638 1.94918 3.64753 0.0 0.0 0.0
C 3.13704 -0.16141 2.34679 -0.1 0.0 -0.1
Se 3.25284 0.63527 0.64537 0.5 -0.1 0.2
H 3.60731 -3.46724 2.23461 0.0 0.0 0.0
H 4.34656 -2.33149 1.08758 0.0 0.0 0.0
H 2.59933 -2.64168 1.02100 -0.1 0.0 0.0
H 3.21548 -2.60103 4.46003 0.0 0.0 0.0
H 2.90480 -0.09385 5.56994 0.0 0.0 0.0
H 2.74979 2.17788 4.70009 0.0 0.0 0.0
H 2.03513 2.30778 3.07326 0.0 0.0 0.0
H 3.79346 2.42475 3.28328 0.0 0.0 0.0
C -2.85084 3.15365 -3.11647 0.0 0.0 0.0
N -2.12576 1.90556 -3.25525 0.0 -0.1 0.0
C -2.18666 1.12715 -4.50028 0.0 0.0 0.0
C -1.37291 -0.13420 -4.16557 0.0 0.0 0.0
N -0.78634 0.21678 -2.86682 0.0 0.0 0.0
C -1.33319 1.32808 -2.36991 0.0 0.0 0.1
S -1.08487 1.95022 -0.78864 -0.2 -0.1 -0.1
H -2.65229 3.78390 -3.98288 0.0 0.0 0.0
H -2.52610 3.66945 -2.21723 0.0 0.0 0.0
H -3.92206 2.96248 -3.05301 0.0 0.0 0.0
H -1.74622 1.70487 -5.31363 0.0 0.0 0.0
H -3.22318 0.90740 -4.75193 0.0 0.0 0.0
H -0.59580 -0.33082 -4.89958 0.0 0.0 0.0
H -2.00345 -1.01802 -4.06751 0.0 0.0 0.0
H -0.36391 -0.46284 -2.25672 0.1 0.0 0.0
C 0.31599 5.10757 1.08374 0.0 0.0 0.0
C 1.21159 4.37211 0.13783 0.1 0.1 0.0
C 1.78085 5.06381 -1.05649 0.0 0.0 0.0
O 1.47158 3.18627 0.33681 -0.2 -0.1 0.0
H 0.18407 6.15189 0.81832 0.0 0.0 0.0
H 0.72898 5.03776 2.09167 0.0 0.0 0.0
H -0.65478 4.60646 1.10164 0.0 0.0 0.0
H 1.71833 6.14588 -0.99107 0.0 0.0 0.0
H 1.20113 4.73138 -1.92429 0.0 0.0 0.0
H 2.80952 4.74324 -1.21519 0.0 0.0 0.0
N 0.79036 -1.03197 0.08769 0.0 0.1 -0.5
C -0.30241 -1.68830 0.09710 -0.1 0.0 0.2
C -1.69451 -1.24083 0.34112 0.0 0.0 0.0
C -2.71236 -1.70482 -0.49348 0.1 0.1 0.0
C -4.01806 -1.29063 -0.28704 0.0 0.0 0.0
C -4.31860 -0.45195 0.78033 0.0 0.0 0.0
C -3.31520 -0.02815 1.64006 0.0 0.0 0.0
C -2.00348 -0.41414 1.41680 0.0 0.0 0.0
C -0.08525 -3.15268 -0.13664 -0.1 0.1 0.0
C 0.83053 -3.57537 -1.09936 0.0 0.0 0.0
C 1.03430 -4.93076 -1.30672 0.0 0.0 0.0
C 0.33778 -5.86122 -0.54730 0.0 0.0 0.0
C -0.57370 -5.44036 0.41347 0.0 0.0 0.0
C -0.79475 -4.08777 0.61567 0.0 0.0 0.0
H -2.47752 -2.39575 -1.29503 0.0 0.0 0.0
H -4.80714 -1.64683 -0.93591 0.0 0.0 0.0
H -5.34274 -0.15200 0.95826 0.0 0.0 0.0
H -3.55744 0.59709 2.48887 0.0 0.0 0.0
H -1.22016 -0.09844 2.09608 0.0 0.0 0.0
H 1.36117 -2.84002 -1.69080 0.0 0.0 0.0
H 1.72942 -5.26245 -2.06633 0.0 0.0 0.0
H 0.49703 -6.91859 -0.71100 0.0 0.0 0.0
H -1.11861 -6.16819 0.99919 0.0 0.0 0.0
H -1.51164 -3.75771 1.35683 0.0 0.0 0.0


6.
58
Properties=species:S:1:pos:R:3:forces:R:3 method="wB97M-V/def2-TZVPD" gap_ev="6.93 / 6.79" spin_multiplicity=3 relative_energy_kj_mol=127.87 s2=2.0284
W 0.92856 -0.50946 0.14659 0.3 -2.7 -0.2
C -2.61874 -2.47275 0.98418 0.1 0.1 0.0
C -1.95887 -1.22374 1.48474 0.1 -0.1 0.0
C -1.96143 -0.88579 2.81879 0.0 0.1 -0.3
C -1.44192 0.34461 3.24553 -0.1 0.1 -0.3
C -0.88918 1.22150 2.34246 0.0 0.1 0.1
C -0.84554 0.91115 0.96961 -1.4 -0.2 -0.1
C -1.39436 -0.33546 0.53122 -0.9 1.1 0.4
H -2.08996 -2.85540 0.11274 0.0 0.0 0.0
H -3.64705 -2.25060 0.69894 -0.1 0.0 -0.1
H -2.64641 -3.24156 1.75028 0.0 -0.1 0.1
H -2.39828 -1.55845 3.54280 -0.1 -0.1 0.1
H -1.51302 0.61091 4.28830 0.1 0.1 0.1
H -0.55324 2.19486 2.67222 0.1 0.0 0.0
H -0.72121 1.72667 0.25077 0.4 -0.4 0.2
H -1.79361 -0.40270 -0.48675 0.5 -0.1 0.3
O 1.27880 2.50235 -0.83902 0.5 0.0 0.1
C 2.09781 1.73096 -0.37551 0.5 2.2 -1.1
O 1.91564 1.10517 0.75574 -0.3 -0.3 0.6
C 3.45112 1.50301 -0.97648 0.1 -0.1 -0.1
C 4.31921 2.58150 -1.09734 -0.1 -0.1 0.0
C 5.61296 2.39071 -1.54457 0.0 0.1 0.0
C 6.03518 1.12168 -1.91520 0.1 0.1 -0.1
C 5.17189 0.05059 -1.83560 -0.2 0.0 0.1
C 3.87946 0.22384 -1.34168 -0.1 0.1 0.1
S 2.85772 -1.19511 -1.22158 -0.2 -0.2 0.1
H 3.96684 3.56222 -0.81424 0.0 0.1 0.0
H 6.29056 3.22747 -1.59885 0.1 0.1 0.0
H 7.04492 0.96593 -2.26260 0.1 0.0 -0.1
H 5.47885 -0.94347 -2.12331 0.1 -0.1 0.0
O -0.00023 -1.90459 -1.33453 0.1 0.4 -0.3
C 0.00227 -0.95089 -2.17292 -0.3 -0.6 0.2
O 0.26225 0.19957 -1.69696 -0.2 0.3 -0.1
C -0.28044 -1.11332 -3.59825 -0.1 0.1 -0.4
C 0.06966 -0.07215 -4.45715 0.0 -0.1 0.2
C -0.21017 -0.17092 -5.80379 0.0 0.0 -0.1
C -0.85317 -1.29815 -6.29562 0.0 0.0 0.0
C -1.19237 -2.33917 -5.44321 -0.1 -0.1 -0.1
C -0.90267 -2.25809 -4.09524 0.2 0.3 0.3
H 0.56901 0.79435 -4.05108 0.0 0.1 0.0
H 0.07237 0.63309 -6.46591 0.0 0.0 -0.1
H -1.09015 -1.36945 -7.34697 0.0 0.0 -0.1
H -1.69032 -3.21794 -5.82666 0.0 0.0 -0.1
H -1.14863 -3.06029 -3.41659 0.0 -0.1 0.1
Cl 3.38405 1.74602 4.82134 0.1 0.2 0.1
C 2.80781 0.44483 3.85455 0.1 -0.4 -0.4
C 3.54809 -0.01274 2.77612 0.0 0.0 0.2
C 3.03271 -1.01469 1.96396 -0.3 -0.5 0.6
C 1.73052 -1.53984 2.19589 1.1 -0.1 0.6
C 1.10551 -2.41602 1.20662 0.0 -0.1 -0.2
C 1.09322 -1.16007 3.39693 0.3 0.1 -0.1
C 1.61572 -0.18064 4.21126 -0.1 -0.2 -0.1
H 4.51764 0.41252 2.56145 0.0 0.0 0.0
H 3.66442 -1.45782 1.20071 -0.3 0.2 0.0
H 0.23897 -2.95553 1.59453 -0.1 0.3 -0.2
H 1.79484 -3.11724 0.72162 -0.2 0.3 0.0
H 0.19197 -1.67690 3.68699 0.0 0.0 0.0
H 1.11595 0.09516 5.12618 -0.1 0.1 0.1


7.
20
Properties=species:S:1:pos:R:3:forces:R:3 method="wB97M-V/def2-TZVPD" smiles="COB(O)[C@H]1CNC(=O)C1" gap_ev=9.88 relative_energy_kj_mol=41.22
C -0.83158 0.46559 -2.64979 0.1 0.1 -0.3
O -0.19545 -0.71068 -2.18645 -0.2 -0.2 0.0
B -0.51350 -1.08507 -0.90605 0.7 0.0 0.1
O -1.24033 -2.23162 -0.70901 -0.7 0.2 -0.1
C -0.02057 -0.19207 0.30613 0.2 -0.5 -0.5
C 0.07481 -0.75612 1.71466 0.1 1.0 0.3
N 0.71799 0.37021 2.48003 -1.6 0.3 -0.2
C 1.26901 1.27446 1.52901 -0.4 -4.3 -1.2
O 1.53552 2.38258 1.72830 0.9 4.0 0.8
C 1.35633 0.45389 0.23593 0.6 0.3 0.4
H -0.15808 1.01863 -3.28145 0.4 0.2 -0.2
H -1.70161 0.22542 -3.24516 -0.3 -0.3 -0.2
H -1.15758 1.12243 -1.85378 0.0 0.2 0.4
H -2.00047 -1.99358 -0.15930 0.3 -0.6 0.3
H -0.69030 0.67295 0.35801 -0.5 0.0 0.0
H -0.90088 -0.98676 2.11327 -0.2 -0.2 0.4
H 0.73299 -1.59976 1.83715 0.0 -0.6 -0.4
H -0.06707 0.87883 2.88485 0.5 0.1 0.8
H 1.65469 0.96199 -0.66483 -0.2 0.5 -0.2
H 2.13608 -0.27132 0.46847 0.1 -0.4 -0.3


8.
33
Properties=species:S:1:pos:R:3:forces:R:3 method="wB97M-V/def2-TZVPD" gap_ev="6.57 / 8.79" spin_multiplicity=3 relative_energy_kj_mol=219.43 charge=+1 s2=2.0061
C -3.63489 0.75635 -1.85151 -4.6 -2.7 -7.7
C -3.05785 1.00919 -0.69541 6.6 3.9 10.1
C 0.38988 -2.78047 -0.55272 0.3 0.6 -1.5
C 4.47728 0.40206 -1.05301 0.6 0.1 0.9
C -0.29949 1.56308 1.52953 2.1 2.0 -0.8
C -3.25554 0.13731 0.46508 -0.7 3.0 1.1
C -0.23679 -1.96516 0.56929 1.1 0.9 -0.7
C -0.44272 -0.54258 0.07424 0.3 1.4 0.5
C 3.33003 0.76648 -0.18232 1.3 4.3 -0.4
N -0.95387 0.22841 1.30557 1.0 0.3 0.6
O 2.38055 0.12439 0.04754 -1.6 -2.5 0.4
O 3.24035 2.06975 0.32579 -0.2 -1.2 -0.1
O -2.30158 0.17722 1.54815 -2.2 0.9 0.2
H -3.37818 1.39089 -2.65954 -0.2 -0.1 -1.1
H -4.36216 -0.06866 -1.88061 0.2 0.8 -0.6
H -2.30756 1.90587 -0.54646 -1.9 -1.7 -0.3
H 1.40549 -2.41667 -0.87039 -0.7 -0.6 0.8
H 0.36919 -3.83268 -0.24454 0.3 0.2 -0.6
H -0.19391 -2.58974 -1.51876 0.3 -0.7 1.3
H 4.80136 -0.51694 -0.67101 0.5 -1.7 0.7
H 4.25433 0.15060 -2.05370 -0.9 0.2 -1.1
H 5.37324 0.99359 -1.03686 0.0 0.9 0.1
H -0.01553 2.07509 0.53640 -1.4 -0.6 1.4
H -0.73447 2.24503 2.32686 -0.2 -1.2 -1.4
H 0.76815 1.43799 1.86965 -1.1 -0.8 0.0
H -3.39174 -0.83981 0.18513 -0.4 -2.8 -0.9
H -4.20258 0.42450 1.06504 1.0 -0.4 -0.8
H 0.47103 -1.71289 1.39818 -0.4 -1.4 -0.2
H -1.13985 -2.51440 0.85096 0.0 0.6 0.5
H 0.57328 0.01543 -0.05384 -2.0 -1.5 -0.5
H -1.19211 -0.40357 -0.75535 1.0 0.0 0.8
H -0.76178 -0.29537 2.16137 1.2 -0.3 -0.4
H 4.02843 2.60572 0.36725 0.7 0.0 -0.4